1.
A 3-piece molecular cluster, C3H10O3S overall in a non-equilibrium geometry, computed with ωB97M-V/def2-TZVPD.

CARTESIAN COORDINATES (ANGSTROEM)
O 1.572752 -0.031072 -0.714939
C 1.122089 -1.143236 -0.815814
C -0.213625 -1.516513 -0.209367
C -0.729285 -0.501837 0.797221
S -2.569174 -0.309507 0.494068
H 1.718143 -1.899970 -1.344091
H -0.185205 -2.497745 0.279190
H -0.864305 -1.752669 -1.057179
H -0.503281 -0.733726 1.827698
H -0.369301 0.482619 0.517216
H -2.837239 0.815311 1.188849
O 1.065274 -0.322962 -3.741533
H 1.162138 -0.033111 -2.849950
H 0.285462 0.170021 -4.039800
O 0.633282 3.425495 3.285419
H 0.713433 2.602869 3.781593
H -0.001155 3.246031 2.601419

Forces on atoms 1 to 3 (eV/Å):
O 0.10 0.31 -0.17
C -0.01 0.00 0.79
C 0.23 -1.01 0.37

Calculated values
Frontier orbital gap, eV: 9.85
HOMO energy, eV: -9.48
Maximum force, eV/Å: 2.192
E, Ha: -744.17615
Relative energy (zero: lowest compared OMol25 entry of this formula, charge and spin), kcal per mole: 16.2
SMILES: O=CCCS.O.O

2.
C14H16AuF6N4O8S3 as an isolated structure in a non-equilibrium geometry, computed with ωB97M-V/def2-TZVPD.

CARTESIAN COORDINATES (ANGSTROEM)
Au -1.044127 0.107275 0.152890
O -1.263552 -0.950495 1.892979
C -0.765241 -0.661230 3.003069
C 0.132001 0.367977 3.430866
C 0.290274 0.404599 4.831221
C 1.013986 1.391797 5.429276
C 1.604814 2.407589 4.676427
C 1.491097 2.395158 3.309645
C 0.796942 1.367771 2.634832
O 0.762683 1.348039 1.329461
N 1.146626 1.396816 6.895234
O 0.668499 0.458908 7.501961
O 1.735340 2.332766 7.391581
H -1.101773 -1.312623 3.817116
H -0.174913 -0.349103 5.453257
H 2.144204 3.194615 5.185322
H 1.945864 3.167244 2.710560
C -3.670954 -3.782797 -1.473684
C -2.531855 -3.483167 -2.435061
N -1.297204 -3.239915 -1.662942
C -0.338346 -2.357163 -1.851937
S 0.695568 -2.047072 -0.408083
N -0.022974 -1.680697 -2.914782
C -0.587733 -1.736912 -4.272719
C -1.528255 -0.572119 -4.548680
H -4.604009 -3.871963 -2.026709
H -3.783455 -2.979869 -0.743371
H -3.500190 -4.722178 -0.944994
H -2.756527 -2.597307 -3.023412
H -2.374033 -4.324305 -3.109397
H -1.281885 -3.700487 -0.760838
H 0.724251 -1.005802 -2.765860
H -1.080822 -2.696082 -4.403304
H 0.257533 -1.702821 -4.956967
H -2.440983 -0.638652 -3.955303
H -1.803313 -0.576893 -5.602997
H -1.043922 0.378975 -4.325889
F 0.564277 4.200811 0.148075
C -0.446047 3.652117 -0.503962
F -1.063400 4.560587 -1.229601
F -1.313961 3.136900 0.369563
S 0.214371 2.323759 -1.661559
O -0.779357 1.198632 -1.568427
O 0.223290 2.888370 -2.963288
N 1.637993 1.934978 -1.208766
S 2.491066 1.533594 0.074991
O 1.802307 -1.221083 -0.927394
O 3.104498 2.637854 0.774151
C 4.032254 0.948675 -1.033651
F 4.718165 0.094078 -0.287412
F 3.650549 0.366007 -2.148280
F 4.750380 2.014846 -1.293208

Forces on atoms 1 to 3 (eV/Å):
Au -0.09 -0.06 0.02
O 0.02 0.05 0.27
C -0.04 -0.10 -0.02

Calculated values
<S²>: 2.017
Frontier orbital gap (alpha / beta), eV: 7.93 / 5.84
HOMO energy (alpha / beta), eV: -11.63 / -11.85
Maximum force, eV/Å: 1.160
Net charge: +1
Multiplicity: 3
E, Ha: -3292.98626

3.
One molecule with the formula C2H2N4, computed with ωB97M-V/def2-TZVPD.

CARTESIAN COORDINATES (ANGSTROEM)
C 1.103719 -0.122478 -1.113731
N 0.387173 -1.020874 -0.680374
N -0.344421 -1.595582 0.132804
N -1.225880 -0.649415 0.776476
C -0.550692 0.439691 0.874258
N 0.351133 1.267220 0.643442
H 1.002914 0.227302 -2.138948
H -0.723946 1.454136 1.506072

Forces on atoms 1 to 3 (eV/Å):
C -0.34 -0.38 0.15
N 0.08 0.25 0.12
N 0.44 0.04 -0.41

Calculated values
Frontier orbital gap, eV: 8.35
HOMO energy, eV: -9.01
Maximum force, eV/Å: 0.604
E, Ha: -296.16205
Relative energy (zero: lowest compared OMol25 entry of this formula, charge and spin), kcal per mole: 164.9

4.
One molecule with the formula C7H12, computed with ωB97M-V/def2-TZVPD.

CARTESIAN COORDINATES (ANGSTROEM)
C 2.953467 -0.962638 1.095147
C 2.089020 -0.760562 -0.115968
C 1.488010 0.316067 -0.547090
C 0.617139 1.179764 -0.996303
C -0.758583 1.224507 -0.356920
C -1.498752 -0.113045 -0.461316
C -2.874321 -0.050745 0.193298
H 3.461337 -0.053153 1.427448
H 3.702250 -1.736968 0.901894
H 2.321758 -1.317184 1.920103
H 1.835600 -1.656142 -0.682067
H 0.838994 1.806280 -1.856228
H -0.652325 1.484749 0.704393
H -1.357725 2.017212 -0.818808
H -0.890948 -0.893606 0.016767
H -1.588706 -0.395237 -1.519186
H -2.787042 0.180539 1.262134
H -3.489513 0.731486 -0.267678
H -3.409662 -1.001327 0.100389

Forces on atoms 1 to 3 (eV/Å):
C 0.09 0.02 0.09
C -0.15 0.04 -0.09
C -0.09 -0.24 -0.07

Calculated values
Frontier orbital gap, eV: 10.14
HOMO energy, eV: -9.15
Maximum force, eV/Å: 0.263
E, Ha: -273.85257
Relative energy (zero: lowest compared OMol25 entry of this formula, charge and spin), kcal per mole: 35.1
SMILES: CC=C=CCCC